This record from the Open Molecules 2025 dataset describes a molecular structure, C15H23Br18INO4. The level of theory is ωB97M-V with the def2-TZVPD basis set.

```
! RIJCOSX wB97M-V def2-TZVPD def2/J DEFGRID3
* xyz -1 1
C 3.82566 -0.31311 1.48486
C 2.89489 0.52523 0.48873
O 3.55110 0.83690 -0.76781
C 2.37716 1.93980 1.11150
O 1.10832 2.25845 0.53858
C -0.04429 1.92682 1.33124
C 0.08496 0.64883 2.27683
N -1.15878 1.82073 0.31638
C -2.44310 1.39143 0.92201
C -2.65925 -0.16678 0.46811
C -3.06056 -1.12349 1.69195
I -4.35418 -0.29476 -0.95938
C -0.27828 3.19881 2.32618
O -1.29168 3.97155 2.25656
O 0.69187 3.51473 3.28517
H 4.46653 0.32869 2.18485
H 3.19496 -1.06395 2.09739
H 4.49614 -0.97984 0.81788
H 1.95349 -0.08213 0.23119
H 3.06527 0.31072 -1.43826
H 3.13500 2.71429 0.70138
H 2.46730 1.99767 2.24340
H 0.90178 0.77817 3.08437
H 0.37136 -0.29516 1.68796
H -0.86644 0.41969 2.88984
H -1.28062 2.81023 0.01900
H -3.29236 1.97324 0.40878
H -2.51781 1.49527 2.05473
H -1.74509 -0.54752 -0.11091
H -3.23036 -2.21308 1.36435
H -4.07173 -0.74568 2.10256
H -2.30678 -1.13017 2.55457
C -1.36660 -3.31404 4.99655
Br -2.65951 -1.89552 5.27139
Br -1.98285 -4.60768 3.68935
Br 0.38577 -2.61407 4.54859
H -1.26637 -3.84157 5.94353
C 1.62672 2.93219 -3.71751
Br 2.69380 3.58733 -2.24173
Br 1.83227 1.01701 -3.96663
Br -0.23527 3.43909 -3.53234
H 2.00108 3.41185 -4.62018
C 2.46225 0.04702 -7.68473
Br 3.19355 1.69846 -8.39081
Br 0.63081 -0.23468 -8.25987
Br 3.58928 -1.47716 -8.09849
H 2.44545 0.14504 -6.59926
C 1.07010 -3.56351 -5.24165
Br 2.14485 -2.90953 -3.76513
Br 1.27599 -5.47632 -5.49023
Br -0.79313 -3.05681 -5.05830
H 1.44373 -3.08308 -6.14502
C -3.78260 -8.58331 5.15941
Br -5.57777 -8.08329 4.62223
Br -2.65120 -8.96123 3.63010
Br -2.98760 -7.26043 6.33325
H -3.86617 -9.50648 5.72998
C -0.65658 7.32512 -1.27983
Br 0.44906 6.97815 -2.83885
Br -2.25177 8.33130 -1.73962
Br -1.08202 5.70123 -0.30985
H -0.06980 7.94935 -0.60828
*
```

Values from the calculation:
**Calculated total energy**: -47570.91972 Ha
**E_LUMO**: 0.9121 eV
**HOMO**: -0.1665 Ha